(1)
C20H10Cl5N4O7STa as an isolated structure in a non-equilibrium geometry, computed with ωB97M-V/def2-TZVPD.

XYZ file:
```
48
C20H10Cl5N4O7STa, DFT ωB97M-V/def2-TZVPD
Ta 0.100 1.021 0.203
N 2.206 3.005 -2.308
C 1.290 2.181 -1.858
S -0.385 2.438 -1.758
N 1.679 0.971 -1.355
N 0.770 -0.018 -1.796
C 1.295 -1.097 -2.213
C 0.587 -2.162 -2.920
C 1.374 -3.313 -3.178
C 0.805 -4.376 -3.834
C -0.554 -4.408 -4.044
C -1.296 -3.278 -3.711
N -0.747 -2.163 -3.209
H 1.936 3.896 -2.771
H 3.203 2.716 -2.239
H 2.331 -1.385 -1.878
H 2.398 -3.280 -2.919
H 1.444 -5.125 -4.250
H -1.074 -5.230 -4.541
H -2.353 -3.156 -3.987
O 0.062 6.393 3.119
C 0.127 5.222 2.778
C -1.057 4.216 2.686
O -2.110 4.381 3.293
C -0.423 3.200 1.884
C 0.870 3.451 1.530
O 1.489 2.531 0.860
C 1.435 4.617 2.156
O 2.558 5.042 2.330
O -0.985 2.026 1.549
Cl -3.416 1.409 -0.696
C -2.801 0.047 0.166
C -1.487 -0.361 0.200
C -1.175 -1.642 0.740
Cl -0.120 -2.767 -0.045
C -2.046 -2.129 1.731
Cl -1.465 -3.349 2.861
C -3.292 -1.606 1.872
Cl -4.352 -2.210 3.114
C -3.773 -0.598 0.981
Cl -5.423 -0.269 0.845
C 1.763 -0.785 3.731
O 1.000 -0.133 2.640
C 1.514 -0.272 1.411
O 2.395 -1.009 1.002
H 1.032 -1.461 4.202
H 2.074 0.077 4.359
H 2.595 -1.259 3.265
```

Output
Max |F| = 0.06281 Eh/bohr
HOMO-LUMO gap = 6.871 eV
HOMO level = -0.319 hartree

***

(2)
C11H28F6NO10S2V2 as an isolated structure in a non-equilibrium geometry, computed with ωB97M-V/def2-TZVPD.

XYZ file:
```
60
C11H28F6NO10S2V2, DFT ωB97M-V/def2-TZVPD
V 0.911 -0.997 2.334
V 2.610 -0.721 -0.384
C -0.559 -0.031 -0.416
O 0.489 -0.732 0.218
H -1.500 -0.564 -0.254
H -0.621 0.994 -0.038
H -0.377 0.034 -1.494
C 3.669 2.530 2.229
F 4.715 2.480 1.438
F 3.791 1.552 3.111
F 3.574 3.690 2.799
S 2.057 2.232 1.204
O 1.354 1.244 2.016
O 1.288 3.443 1.061
N 2.668 1.509 -0.244
S 3.128 2.770 -1.123
O 3.407 4.026 -0.489
O 4.208 2.326 -1.981
C 1.652 3.048 -2.290
F 0.607 3.536 -1.668
F 2.043 3.890 -3.211
F 1.338 1.898 -2.867
O 2.884 -1.142 1.625
H 3.377 -0.514 2.159
C 2.276 -5.416 -1.009
C 3.064 -4.158 -0.700
O 2.162 -3.034 -0.485
H 1.585 -5.228 -1.834
H 1.620 -5.685 -0.174
H 2.863 -6.302 -1.235
H 3.758 -3.920 -1.503
H 3.637 -4.227 0.230
H 1.583 -3.355 0.215
C -3.443 -0.534 2.723
C -2.237 -1.064 3.496
O -1.052 -0.304 3.104
H -4.352 -0.990 3.109
H -3.345 -0.719 1.653
H -3.456 0.552 2.849
H -2.145 -2.130 3.298
H -2.402 -0.864 4.553
H -1.198 0.580 3.468
C -1.768 -2.411 -3.677
C -3.138 -1.905 -3.333
O -3.515 -2.258 -1.992
H -1.031 -2.096 -2.939
H -1.478 -2.126 -4.690
H -1.806 -3.504 -3.679
H -3.885 -2.149 -4.090
H -3.217 -0.806 -3.327
H -3.090 -1.634 -1.403
C -2.797 2.803 -0.346
C -1.976 3.340 0.825
O -2.774 3.839 1.890
H -3.570 2.175 0.107
H -2.312 2.252 -1.150
H -3.275 3.649 -0.848
H -1.289 4.112 0.461
H -1.306 2.582 1.239
H -3.404 4.431 1.456
```

Output
Multiplicity = 7
Max |F| = 0.09456 Eh/bohr
HOMO-LUMO gap (alpha / beta) = 8.041 / 8.175 eV
HOMO level (alpha / beta) = -0.455 / -0.460 hartree
Charge = +1

***

(3)
C17H18MoNP as an isolated structure, computed with ωB97M-V/def2-TZVPD.

XYZ file:
```
38
C17H18MoNP, DFT ωB97M-V/def2-TZVPD
Mo -0.971 -0.769 1.327
C -2.075 -0.364 3.320
C -3.025 -0.747 2.347
C -2.731 -2.076 1.946
C -1.602 -2.529 2.702
C -1.197 -1.458 3.553
H -2.083 0.569 3.866
H -3.874 -0.158 2.035
H -3.343 -2.688 1.300
H -1.213 -3.534 2.715
H -0.466 -1.514 4.343
N -0.215 4.965 -6.733
C -0.255 4.270 -5.819
C -0.303 3.407 -4.670
C 0.423 3.753 -3.526
C 0.358 2.950 -2.413
C -0.429 1.780 -2.445
C -1.145 1.431 -3.607
C -1.081 2.245 -4.712
C -0.512 0.979 -1.308
C -0.590 0.287 -0.279
H 1.026 4.651 -3.522
H 0.906 3.209 -1.517
H -1.747 0.533 -3.624
H -1.625 1.996 -5.612
C 1.910 -2.553 2.919
P 1.380 -1.475 1.569
C 1.938 -2.318 0.065
C 2.402 0.014 1.711
H 2.968 -2.768 2.766
H 1.360 -3.494 2.909
H 1.788 -2.066 3.885
H 3.023 -2.422 0.110
H 1.665 -1.745 -0.819
H 1.494 -3.311 0.000
H 3.436 -0.274 1.907
H 2.054 0.644 2.530
H 2.354 0.580 0.782
```

Output
Max |F| = 0.01368 Eh/bohr
HOMO-LUMO gap (alpha / beta) = 5.780 / 5.776 eV
HOMO level (alpha / beta) = -0.556 / -0.556 hartree
Charge = +2

***

(4)
C2H3FNOP as an isolated structure in a non-equilibrium geometry, computed with ωB97M-V/def2-TZVPD.

XYZ file:
```
9
C2H3FNOP, DFT ωB97M-V/def2-TZVPD
C -0.736 0.396 0.558
C 0.648 0.717 0.043
N -1.016 -0.841 0.668
O 1.226 -0.573 -0.098
F -0.752 -1.728 -2.188
P 0.259 -1.824 0.152
H -1.419 1.150 0.919
H 0.644 1.265 -0.933
H 1.146 1.439 0.879
```

Output
Max |F| = 0.06827 Eh/bohr
HOMO-LUMO gap (alpha / beta) = 8.340 / 8.344 eV
HOMO level (alpha / beta) = -0.369 / -0.369 hartree

***

(5)
C2HFKO as an isolated structure in a non-equilibrium geometry, computed with ωB97M-V/def2-TZVPD.

XYZ file:
```
6
C2HFKO, DFT ωB97M-V/def2-TZVPD
H -1.031 1.179 0.537
O -1.323 0.026 -0.211
C -0.173 0.645 -0.295
C 0.977 -0.099 -0.087
F 2.050 0.623 0.342
K -0.501 -2.375 -0.286
```

Output
Multiplicity = 2
Max |F| = 0.10030 Eh/bohr
HOMO-LUMO gap (alpha / beta) = 6.458 / 6.214 eV
HOMO level (alpha / beta) = -0.262 / -0.252 hartree

***

(6)
CH3N3O as an isolated structure in a non-equilibrium geometry, computed with ωB97M-V/def2-TZVPD.

XYZ file:
```
8
CH3N3O, DFT ωB97M-V/def2-TZVPD
C -0.430 0.053 -0.753
N 0.600 -0.049 1.375
N 1.550 -0.256 0.647
N -0.507 0.257 0.647
O 1.343 -0.318 -0.653
H -0.820 -0.761 -1.149
H -0.369 0.925 -1.259
H -1.367 0.149 1.147
```

Output
Max |F| = 0.13323 Eh/bohr
HOMO-LUMO gap = 9.846 eV
HOMO level = -0.336 hartree

***

Copy entry 3 word for word.
C17H18MoNP as an isolated structure, computed with ωB97M-V/def2-TZVPD.

XYZ file:
```
38
C17H18MoNP, DFT ωB97M-V/def2-TZVPD
Mo -0.971 -0.769 1.327
C -2.075 -0.364 3.320
C -3.025 -0.747 2.347
C -2.731 -2.076 1.946
C -1.602 -2.529 2.702
C -1.197 -1.458 3.553
H -2.083 0.569 3.866
H -3.874 -0.158 2.035
H -3.343 -2.688 1.300
H -1.213 -3.534 2.715
H -0.466 -1.514 4.343
N -0.215 4.965 -6.733
C -0.255 4.270 -5.819
C -0.303 3.407 -4.670
C 0.423 3.753 -3.526
C 0.358 2.950 -2.413
C -0.429 1.780 -2.445
C -1.145 1.431 -3.607
C -1.081 2.245 -4.712
C -0.512 0.979 -1.308
C -0.590 0.287 -0.279
H 1.026 4.651 -3.522
H 0.906 3.209 -1.517
H -1.747 0.533 -3.624
H -1.625 1.996 -5.612
C 1.910 -2.553 2.919
P 1.380 -1.475 1.569
C 1.938 -2.318 0.065
C 2.402 0.014 1.711
H 2.968 -2.768 2.766
H 1.360 -3.494 2.909
H 1.788 -2.066 3.885
H 3.023 -2.422 0.110
H 1.665 -1.745 -0.819
H 1.494 -3.311 0.000
H 3.436 -0.274 1.907
H 2.054 0.644 2.530
H 2.354 0.580 0.782
```

Output
Max |F| = 0.01368 Eh/bohr
HOMO-LUMO gap (alpha / beta) = 5.780 / 5.776 eV
HOMO level (alpha / beta) = -0.556 / -0.556 hartree
Charge = +2